Record 1
Below is a 10-piece molecular cluster, C60H128N22O14P6 overall, with properties calculated with ωB97M-V/def2-TZVPD.

Each line ends with the Mulliken charge.
Cartesian coordinates (Å):
H -17.873 -0.936 -3.804  0.37
O 11.897 1.989 -7.069  -0.85
H 2.669 -12.761 -4.888  0.35
N 9.262 2.229 -7.910  0.23
H 1.047 1.958 9.078  0.26
H 1.719 -10.002 2.487  0.36
H 7.236 8.595 1.722  0.37
C 3.642 11.050 -2.266  -1.05
H 1.803 -15.298 2.190  0.28
C 6.289 9.116 1.864  -1.34
H 12.610 5.041 -9.959  0.42
H -5.684 6.057 3.369  0.26
H 2.955 -11.517 4.312  0.40
H 2.327 6.208 7.007  0.33
N 4.719 10.244 -1.613  0.23
H 1.023 -16.496 3.169  0.34
H -7.291 -0.864 -9.241  0.37
H 4.457 2.789 9.313  0.29
H -11.076 4.200 5.552  0.32
C -8.410 5.820 6.629  -1.03
C 1.362 -15.460 3.173  -1.04
N 6.107 9.983 0.741  0.19
N -6.457 4.541 4.584  0.27
O 8.612 -1.279 1.947  -0.58
H -18.259 1.393 -3.511  0.35
N 0.333 -14.451 3.503  0.13
H -1.185 -11.774 4.667  0.46
C 2.311 -12.331 3.980  -0.87
H 4.156 11.614 -3.044  0.33
H 7.765 11.178 0.183  0.28
H 8.559 -3.221 3.374  0.38
O 0.279 -13.404 1.026  -0.87
H 10.479 2.068 -10.641  0.34
H 2.071 -15.435 4.001  0.38
C -14.920 1.387 -3.547  0.13
H 0.636 6.683 10.773  0.32
C -14.657 0.066 -3.850  -0.11
H 1.505 2.140 7.379  0.34
H 0.101 -14.366 5.704  0.26
H 2.741 3.568 12.877  0.29
C 5.483 9.563 -2.587  -1.00
N 2.461 3.401 8.737  0.34
C 7.491 -3.365 3.298  -0.04
H 10.951 5.317 -4.824  0.30
H -2.298 -1.198 1.393  0.26
P 4.500 9.938 0.075  0.49
H 2.084 8.808 0.630  0.31
H -2.214 -10.764 3.888  0.35
H -9.228 6.681 4.284  0.16
H 11.715 3.694 -5.190  0.33
H -5.126 -0.090 -2.043  0.37
H 2.988 -10.343 -5.052  0.39
H 7.412 11.236 1.803  0.40
H 8.555 4.893 -6.889  0.32
H -14.138 2.086 -3.290  0.35
C -2.043 -11.835 3.998  -1.27
C 4.765 -3.812 3.031  -0.50
C -17.018 -0.279 -3.862  -0.48
H -0.632 -15.737 4.881  0.33
C 1.342 2.677 8.314  -1.09
H -2.255 -4.055 -0.820  0.28
C 9.538 5.352 -6.992  -1.09
C -9.792 -3.008 -8.854  0.28
C -2.552 -12.585 1.596  -1.04
H -9.566 -1.183 -10.004  0.43
C -17.211 1.137 -3.574  -0.22
N 10.497 4.260 -6.650  0.25
H 9.524 5.567 -8.060  0.32
N 11.290 3.678 -9.178  0.13
H 0.984 -2.324 -2.506  0.32
H 1.137 5.074 6.841  0.32
O 3.882 5.461 9.718  -0.81
C 8.177 3.019 -8.528  -1.17
N -13.237 -0.388 -3.959  0.94
H -7.334 5.989 6.676  0.26
C 12.538 4.476 -9.030  -1.12
C 2.804 -13.112 -6.956  -0.35
N -11.264 -3.230 -9.353  0.84
H -8.376 6.943 2.639  0.36
C -7.763 -1.754 -8.851  -0.61
H -3.563 -12.226 1.790  0.38
H 2.920 10.328 -2.646  0.34
H -15.648 -1.856 -4.165  0.40
H 2.938 -12.940 3.328  0.26
C -4.520 -0.934 -1.715  -1.02
H 2.190 7.865 -0.859  0.34
H -10.018 6.542 2.626  0.37
H 7.336 -4.777 5.038  0.37
H -0.034 -10.274 2.545  0.33
C 6.763 -2.542 2.439  -0.08
C 5.406 -2.907 2.191  -0.22
H 2.237 7.083 0.671  0.32
C 3.320 -10.411 -7.179  0.28
H -4.838 -1.023 -0.676  0.33
H -0.059 -2.360 -4.050  0.29
C 8.982 1.054 -7.143  -0.97
H -1.342 -14.064 4.709  0.17
H 9.852 0.406 -7.255  0.32
P 2.568 4.817 9.623  0.49
H 2.662 -14.173 -6.813  0.36
C -9.137 -1.889 -9.308  -0.24
C -7.994 -3.742 -7.457  -0.63
C -6.009 5.891 4.396  -1.12
C 2.774 -12.319 -5.868  -0.35
H -9.874 -4.774 -7.780  0.40
C 6.891 -4.278 4.190  -0.57
C 5.535 -4.372 4.073  -0.28
C -5.381 3.588 5.075  -0.94
H 0.003 4.334 12.187  0.40
H 3.615 -10.810 -9.264  0.39
H 0.570 6.607 7.013  0.42
C -16.165 1.973 -3.468  -0.71
C -1.366 -1.355 0.850  -0.81
H -8.757 6.798 6.297  0.34
C -9.122 6.414 3.232  -0.89
H 0.906 -1.118 -3.901  0.41
H 6.185 9.653 2.807  0.45
O 4.346 -8.663 -8.172  -0.58
H 6.037 7.244 -0.276  0.36
H 11.144 3.448 -11.451  0.35
C 2.591 7.972 0.149  -1.08
H -7.805 4.202 1.443  0.31
H 13.435 3.899 -9.257  0.34
C 0.912 -10.475 3.047  -1.07
C -1.540 -3.630 -0.116  -1.15
C 3.021 -10.956 -5.941  -0.37
H -6.817 6.620 4.463  0.35
H 0.544 3.418 8.254  0.40
H 5.072 -5.154 4.657  0.31
H 1.830 -12.902 4.774  0.25
P -8.110 4.105 4.481  0.27
P 0.107 -13.030 2.464  0.49
H 3.007 -13.102 -9.144  0.35
N 1.091 -11.934 3.207  0.20
C -0.439 -14.667 4.807  -0.75
C -10.309 4.350 6.312  -1.14
H -0.487 6.503 9.564  0.44
H 5.920 10.105 -3.426  0.36
H -0.395 0.881 -1.085  0.33
N 4.043 8.286 0.085  0.26
H -4.911 3.267 4.146  0.32
O -11.703 -4.387 -9.425  -0.54
N -8.776 4.976 3.158  0.21
H -10.176 3.365 6.759  0.30
H -1.946 -3.777 0.885  0.46
C 2.992 -12.561 -8.209  -0.48
H 8.746 1.151 -6.084  0.30
P -1.925 -1.688 -1.958  0.34
O -2.391 -2.709 -2.900  -0.81
H 3.742 -4.032 2.763  0.39
C 2.552 4.546 12.433  -1.03
C 0.369 -1.786 -3.228  -1.11
H 1.998 5.075 13.208  0.33
H 4.888 -2.433 1.371  0.43
O 6.878 -1.140 0.658  -0.57
H 12.157 2.285 -10.664  0.38
H -5.405 6.088 5.282  0.45
H -8.672 5.706 7.681  0.46
O 3.569 10.737 0.900  -0.78
H -0.984 -0.393 0.509  0.20
H 0.838 7.801 9.546  0.35
N -1.599 -2.233 -0.313  0.35
N 1.335 5.801 8.857  0.25
H 9.505 6.240 -6.360  0.37
O -11.886 -2.224 -9.675  -0.54
N 3.629 -9.037 -7.262  0.89
H 6.320 12.056 0.711  0.35
H 8.053 0.563 -7.432  0.33
O -8.328 2.670 4.501  -0.83
H 3.139 11.630 -1.492  0.30
H -2.725 -13.644 1.406  0.28
H 0.976 -9.986 4.019  0.39
C -8.810 4.316 1.847  -0.96
O -12.915 -1.583 -3.998  -0.57
C -7.308 -2.685 -7.954  -0.28
H 5.570 8.303 1.965  0.41
H -5.802 2.801 5.700  0.30
C 0.174 0.234 -1.752  -1.07
H -2.043 1.355 -2.293  0.26
H 3.614 1.511 8.751  0.40
H -16.193 3.031 -3.257  0.38
H 3.926 2.612 7.458  0.34
H 4.790 6.480 -1.046  0.39
C 4.957 7.125 -0.184  -1.25
H 5.058 6.455 0.670  0.44
C 1.350 5.969 7.427  -1.12
C -15.735 -0.786 -4.044  -0.26
H -9.399 4.952 1.186  0.35
H 0.505 2.978 11.078  0.20
H 10.030 3.974 -4.546  0.32
C -9.267 -3.903 -7.976  -0.23
C 0.471 4.055 11.243  -1.03
H 8.532 3.891 -9.077  0.35
N 1.807 4.607 11.172  0.14
H -2.600 1.087 -0.650  0.29
O -12.341 0.419 -3.961  -0.56
N -1.525 -12.389 2.725  0.17
N -8.980 4.837 5.770  0.22
H -9.235 3.312 1.863  0.29
C 10.817 4.311 -5.221  -1.00
H -0.491 -3.839 -0.329  0.27
H -6.344 -2.610 -7.473  0.34
H 4.805 8.958 -3.189  0.37
H -4.719 4.249 5.634  0.31
C 6.900 11.144 0.845  -1.08
N -3.118 -0.508 -1.845  0.16
C 11.233 2.849 -10.544  -1.03
N -0.510 -0.916 -2.452  0.23
H -7.624 -4.508 -6.792  0.41
H -2.899 -12.355 4.427  0.37
H 0.684 0.875 -2.471  0.33
H 3.445 5.099 12.143  0.36
H -2.026 -12.008 0.835  0.34
H -10.735 5.026 7.053  0.44
H 6.277 8.887 -2.269  0.30
H -3.805 1.348 -1.990  0.34
H -0.642 -1.670 1.601  0.35
H -4.849 -1.765 -2.339  0.29
C -2.846 0.919 -1.699  -0.85
C 3.730 2.572 8.529  -1.11
O 3.111 -8.258 -6.523  -0.56
H -0.114 4.516 10.446  0.35
C 0.566 6.755 9.688  -1.19
H 7.480 3.261 -7.725  0.37
N 7.463 -1.530 1.630  0.95
C 3.395 -11.263 -8.309  -0.32
H 0.936 -0.001 -1.009  0.33
P 10.832 2.942 -7.685  0.47
H 12.564 5.163 -8.185  0.31
H 7.642 2.238 -9.069  0.38

The calculation puts the HOMO energy at -8.01 eV. As for the SMILES: CN(C)P(=O)(N(C)C)N(C)C.CN(C)P(=O)(N(C)C)N(C)C.CN(C)P(=O)(N(C)C)N(C)C.CN(C)P(=O)(N(C)C)N(C)C.CN(C)P(=O)(N(C)C)N(C)C.CN(C)P(=O)(N(C)C)N(C)C.O=[N+]([O-])c1ccccc1.O=[N+]([O-])c1ccccc1.O=[N+]([O-])c1ccccc1.O=[N+]([O-])c1ccccc1. The value obtained for the total energy is -181462.295 eV. The gap between HOMO and LUMO is 7.442 eV. The calculation puts the maximum force at 4.18 eV Å⁻¹. As for the spin multiplicity: 1. As for the charge: 0.



Record 2
Below is a 12-piece molecular cluster, C60H138N6O12 overall, with properties calculated with ωB97M-V/def2-TZVPD.

Each line ends with the Mulliken charge.
Cartesian coordinates (Å):
H 7.003 -7.999 14.678  0.39
C 17.600 -5.975 17.453  1.63
H 15.104 -5.641 15.270  0.40
O 1.790 1.604 11.592  -0.64
C 17.138 -5.723 14.928  -0.69
H 9.891 -12.575 10.124  0.34
H 13.603 -7.738 15.731  0.36
C 9.147 -6.241 3.063  1.18
N 7.793 -6.483 23.704  0.01
C 8.534 -9.726 4.694  -1.97
H 4.956 -8.772 15.495  0.49
H 6.973 -5.729 5.848  0.38
H 7.956 -6.539 20.263  0.45
C -2.268 -14.176 11.842  1.58
H -1.544 -8.317 4.503  0.36
C 9.234 -13.429 10.291  -1.14
C -3.080 -13.455 10.718  -1.96
H 8.832 -4.566 25.328  0.42
H 7.101 -8.582 21.140  0.46
H 1.911 -16.222 11.289  0.35
H 9.405 -9.539 5.322  0.47
C -2.101 -4.143 4.290  -1.35
C 16.439 -8.791 15.838  -1.58
C -2.233 -5.544 6.130  -2.02
N 9.265 -7.661 3.475  0.26
H -2.763 -7.791 1.817  0.47
H 10.876 -13.852 18.634  0.36
C 8.430 -5.476 4.217  -1.24
C 10.669 -5.717 3.028  -1.77
H 2.583 -8.657 14.268  0.26
C 10.081 -13.970 19.372  -1.58
C 10.153 -14.630 10.472  0.15
C 10.961 -14.383 11.811  -1.04
N 16.368 -6.789 17.484  0.37
H 10.032 -8.275 23.520  0.35
H 0.993 1.091 11.727  0.32
C 15.784 -7.422 16.252  1.20
H 5.558 -4.499 13.084  0.35
H 6.352 -7.919 5.412  0.34
H 7.381 -6.277 1.711  0.32
H -2.467 -14.192 14.036  0.32
H 7.278 -8.986 22.893  0.33
C 8.065 -8.408 4.045  1.53
H -0.346 -14.904 14.153  0.29
H 17.429 -8.671 15.398  0.37
H 9.135 -15.212 17.507  0.30
H -2.108 -4.887 6.991  0.39
H -3.611 -13.148 13.119  0.47
H 0.861 -5.261 2.393  0.30
H 15.503 -6.903 19.109  0.33
C 7.209 -6.208 4.898  -0.76
H 1.492 -4.240 13.227  0.39
H -1.763 -7.459 0.469  0.38
H 7.285 -9.237 2.082  0.35
H 8.270 -13.560 20.787  0.28
H 7.122 -7.200 13.066  0.41
C 2.281 -6.619 14.598  -1.38
H 0.833 -6.786 2.938  0.41
C 8.381 -14.434 17.630  -1.10
C 7.592 -8.330 22.080  -1.64
H 18.695 -7.589 18.338  0.41
H 8.941 -15.851 11.184  0.35
C 9.983 -7.639 24.404  -1.82
H -3.174 -4.313 4.202  0.39
H -1.313 -4.798 0.979  0.37
H -1.981 -3.323 4.999  0.48
H 8.769 -5.990 26.276  0.40
H 16.595 -4.475 16.436  0.40
H 19.695 -6.296 17.546  0.41
O -0.840 -7.668 4.433  -0.46
H 11.926 -14.874 11.941  0.30
O 7.759 -13.730 19.992  -0.54
C -1.833 -5.049 1.904  -1.03
H 8.892 -6.406 0.816  0.37
H 8.634 -8.610 21.928  0.32
H 10.184 -7.220 21.532  0.35
H 0.871 -13.800 13.541  0.41
H 1.219 -6.823 14.456  0.38
H -1.237 -8.563 1.711  0.38
H 11.176 -13.316 11.868  0.31
H 2.407 -8.408 15.913  0.43
H 8.233 -4.820 1.566  0.41
H 10.836 -14.658 9.623  0.33
O 7.574 -0.312 14.024  -0.64
H 10.862 -8.508 3.019  0.35
H 11.528 -7.493 10.404  0.31
C 6.952 -8.785 3.016  -1.75
H 17.879 -6.490 14.702  0.33
H 3.052 -3.936 12.678  0.46
O 7.104 -7.316 24.631  -0.45
C 8.200 -6.122 21.240  -1.20
N -1.576 -6.577 3.916  -0.10
H 5.797 -8.667 12.124  0.33
H 8.532 -13.769 16.779  0.28
H 8.719 -13.634 9.353  0.31
N -0.888 -14.198 11.527  0.32
H -2.470 -17.645 12.400  0.36
H 0.587 -5.987 5.674  0.34
H 7.403 -8.190 24.372  0.32
H -3.307 -5.734 6.112  0.40
C 2.966 -5.900 13.383  1.86
H 11.068 -5.518 23.143  0.45
H 15.660 -6.976 14.124  0.41
H 16.563 -9.558 16.602  0.36
H 2.188 -5.855 15.370  0.46
O 11.840 -7.179 9.555  -0.64
C 18.820 -6.941 17.470  -1.63
C 6.591 -7.236 14.018  -2.11
H 10.641 -4.704 2.625  0.42
H 6.128 -9.422 3.339  0.44
H 11.810 -6.225 9.627  0.33
C 14.283 -7.745 16.583  -1.80
H -2.912 -13.800 9.698  0.45
H 10.343 -14.656 12.666  0.27
C 0.503 -14.824 13.474  -1.55
C 9.997 -5.633 22.975  -1.10
H 7.834 -7.706 6.220  0.46
C -1.723 -7.601 1.549  -1.91
O -0.295 -12.879 11.408  -0.45
C 7.392 -7.654 5.225  -0.99
H 5.522 -6.510 21.166  0.37
H 0.111 -17.226 12.626  0.55
H 1.475 -6.080 11.749  0.47
H 9.561 -4.636 22.914  0.34
H 0.611 -4.645 4.441  0.29
O 16.159 -7.449 18.670  -0.48
H -2.295 -3.028 2.520  0.40
H 11.450 -6.146 2.399  0.36
H 1.873 -14.492 11.519  0.47
H -2.919 -5.037 1.820  0.35
C 9.246 -6.348 24.142  1.68
H 18.977 -7.645 16.653  0.26
H 4.084 -8.832 12.617  0.27
H 8.604 -13.418 11.181  0.33
H 7.873 -5.108 21.007  0.41
C 0.094 -5.095 5.288  -1.51
H 10.132 -13.324 20.248  0.43
C 2.530 -4.422 13.503  -1.90
H 3.088 -6.004 11.179  0.40
H 18.347 -4.478 16.203  0.50
H 17.925 -5.501 19.633  0.39
C 4.934 -8.152 12.547  -1.54
H 8.126 -4.538 3.754  0.43
H -2.122 -16.559 13.808  0.35
H -4.146 -13.595 10.895  0.41
H 1.189 -15.234 10.035  0.32
H -2.158 -12.501 13.248  0.37
C -1.192 -6.407 2.417  1.82
H 6.714 0.090 14.145  0.32
H 10.384 -3.095 11.217  0.32
H 10.122 -5.590 20.822  0.36
C -1.424 -5.377 4.911  1.71
C 17.648 -5.020 18.695  -1.91
H 2.583 -3.943 14.481  0.39
H 1.545 2.496 11.839  0.32
H -0.699 -3.428 2.827  0.36
H 11.640 -3.325 12.030  0.32
H 4.626 -7.611 11.652  0.41
C -2.583 -13.503 13.199  -1.68
H 13.951 -6.982 17.287  0.44
H 6.913 -6.374 14.603  0.47
H 16.729 -4.484 18.933  0.43
C 8.399 -5.894 1.643  -1.43
C 0.290 -6.173 2.219  -1.88
H 1.156 -15.663 13.714  0.43
O 5.212 -5.290 12.664  -0.50
H -1.866 -6.433 6.641  0.45
H 11.045 -7.508 24.615  0.41
H 7.737 -10.226 5.245  0.41
C 17.460 -5.109 16.242  -1.35
C 15.843 -6.408 15.037  -1.14
H 5.695 -5.419 22.564  0.47
C 5.860 -6.433 22.200  -1.99
C 2.929 -7.986 15.054  -0.64
H 4.730 -7.257 15.879  0.45
H 17.098 -5.009 14.105  0.34
H -0.050 -12.878 10.479  0.33
H 0.567 -6.406 1.191  0.44
H -0.807 -16.954 11.102  0.38
H 18.330 -4.200 18.470  0.41
C 7.341 -6.823 22.317  1.64
H 2.194 -7.430 12.019  0.34
C 5.068 -7.245 13.820  1.80
C 1.308 -15.331 11.114  -1.82
H -2.817 -12.397 10.687  0.40
H 6.328 -5.963 4.304  0.33
O 10.021 -8.388 2.570  -0.48
C 9.698 -6.246 21.583  -0.59
H 0.078 -4.220 5.938  0.46
O 9.507 -15.894 10.410  -0.52
H -3.814 -15.641 12.347  0.38
C 4.429 -7.919 15.067  -1.41
C -2.814 -15.600 11.916  -1.44
C 8.704 -13.605 18.893  0.73
O 11.255 -3.488 11.169  -0.62
H 15.818 -8.995 14.966  0.45
H 9.054 -4.995 4.971  0.45
H 10.234 -15.003 19.685  0.35
H 14.216 -8.736 17.033  0.36
H 8.762 -12.532 18.709  0.17
H 5.095 -6.991 22.740  0.36
C 0.132 -15.176 12.061  1.48
H 6.333 -7.938 2.723  0.33
H -2.988 -15.952 10.899  0.50
C 2.490 -6.381 12.009  -1.87
H 8.841 -10.434 3.925  0.40
H 11.026 -5.688 4.057  0.42
C -0.577 -16.568 12.095  -1.35
N 4.443 -5.945 13.625  0.14
C -2.043 -16.698 12.730  -0.67
H 10.339 -5.323 25.905  0.36
H 9.549 -8.181 25.245  0.45
H 7.845 -0.040 13.147  0.32
C -1.692 -3.877 2.841  -0.72
H 7.393 -14.887 17.713  0.34
C 9.350 -5.511 25.488  -1.91

The calculation puts the HOMO energy at -7.92 eV. As for the SMILES: CC1(C)CCCC(C)(C)N1O.CC1(C)CCCC(C)(C)N1O.CC1(C)CCCC(C)(C)N1O.CC1(C)CCCC(C)(C)N1O.CC1(C)CCCC(C)(C)N1O.CC1(C)CCCC(C)(C)N1O.CC(C)O.CC(C)O.O.O.O.O. The value obtained for the total energy is -97953.807 eV. The value obtained for the energy above the lowest of the compared OMol25 structures with the same formula, charge and spin is 87.1 kcal per mole. The gap between HOMO and LUMO is 7.892 eV. The calculation puts the maximum force at 4.37 eV Å⁻¹. As for the spin multiplicity: 1. As for the charge: 0.



> gap between HOMO and LUMO of number 2 (C60H138N6O12)?

7.892 eV